Entry from the Open Molecules 2025 dataset: a cluster of 10 separate species, C16H52O16 in total in a non-equilibrium geometry (ωB97M-V with the def2-TZVPD basis set).

```
84
Properties=species:S:1:pos:R:3:forces:R:3
O 1.950750 3.972575 1.757501 0.675 0.060 0.035
C 3.284979 3.515426 1.947622 -0.150 0.052 0.402
C 4.331637 4.621198 1.952833 -1.819 -1.226 0.107
O 4.418910 5.150576 0.647314 0.757 0.442 0.522
H 1.612701 3.505934 0.989664 -0.418 0.327 -0.244
H 3.307381 3.018916 2.917715 0.257 -0.218 0.126
H 3.544252 2.796192 1.170712 0.124 -0.122 -0.022
H 5.252678 4.161459 2.311202 0.325 0.201 -0.024
H 3.977727 5.402179 2.625826 0.173 0.049 0.338
H 4.933207 5.924822 0.887426 0.158 0.547 -1.171
O -0.180964 4.648230 5.522167 -0.739 0.067 0.543
C -0.178860 4.172141 4.196391 0.617 -0.617 -0.327
C -0.716896 2.702122 4.089522 0.922 0.740 0.935
O -1.173353 2.428681 2.819581 -0.389 -0.105 -2.057
H -0.304510 5.600138 5.507474 0.037 -0.009 0.071
H -0.713696 4.793383 3.477996 -0.727 0.191 0.189
H 0.845580 4.299561 3.846540 0.066 -0.800 -0.330
H -1.557949 2.471060 4.743240 0.340 0.443 0.865
H 0.091481 1.987503 4.244289 -0.013 0.067 0.392
H -1.874407 3.059920 2.641633 -0.201 -0.041 -0.185
O -1.309377 3.372363 -2.802934 1.174 1.216 -1.637
C -1.632724 2.976850 -1.522686 -0.490 -0.118 1.617
C -0.960875 3.845440 -0.399273 -0.787 -1.422 -0.577
O 0.452309 3.695167 -0.542450 -0.582 0.687 -0.133
H -2.072500 3.544523 -3.359349 -0.007 -0.044 0.212
H -2.720288 2.978482 -1.449712 -0.077 -0.204 0.584
H -1.241611 1.961246 -1.461981 -0.218 -0.228 0.694
H -1.209824 3.485080 0.598853 0.054 -0.627 -0.189
H -1.381771 4.850009 -0.357009 0.636 0.487 -0.635
H 0.710905 4.321085 -1.222849 0.370 0.067 -0.083
O 1.713319 -4.469068 -3.977192 0.095 0.353 0.174
C 2.194773 -3.295456 -3.380501 -0.166 1.679 0.071
C 3.009241 -2.483050 -4.408949 0.918 -1.014 -0.114
O 2.207849 -2.468995 -5.602505 -0.151 0.081 0.304
H 1.545904 -4.100121 -4.847510 -0.459 -0.688 -0.830
H 1.433211 -2.539586 -3.188693 -0.997 -0.394 0.458
H 2.627416 -3.521412 -2.405885 0.560 0.089 -0.352
H 3.935497 -3.019884 -4.613779 0.265 0.049 -0.145
H 3.248299 -1.457232 -4.128509 -0.150 -0.066 0.459
H 2.753468 -2.204510 -6.346786 0.016 -0.052 0.013
O -0.765041 -7.409719 2.521091 -1.414 1.027 -1.357
C -1.605584 -6.218296 2.302469 -0.218 -0.286 2.379
C -1.006786 -5.160231 3.179072 0.657 1.618 0.092
O 0.162635 -4.716234 2.500051 1.063 -0.052 -0.247
H 0.070174 -7.247831 2.076332 0.189 0.153 -0.061
H -1.762204 -5.697441 1.357867 0.712 -0.978 -0.810
H -2.616416 -6.438074 2.646001 0.074 -0.560 0.119
H -0.700602 -5.454618 4.182903 -0.214 -0.606 -0.114
H -1.542038 -4.219501 3.308009 -1.152 -0.402 0.078
H -0.054821 -3.855512 2.134723 0.339 0.182 0.076
O 0.493516 -0.730974 -1.057939 -0.190 -0.242 -0.208
C 0.474316 -0.143862 0.260352 0.243 -0.866 -1.414
C -0.749627 -0.770715 0.910877 -0.043 1.623 0.384
O -0.548458 -2.080943 1.321242 0.185 -1.250 0.601
H 0.643715 -0.107499 -1.772303 0.260 0.550 0.030
H 1.439474 -0.459119 0.656812 -0.270 -0.086 0.916
H 0.500178 0.945810 0.253157 -0.496 0.103 -0.136
H -1.607547 -0.744837 0.239019 0.121 0.291 -0.407
H -1.050794 -0.165327 1.765804 0.137 -0.173 0.352
H -0.567282 -2.661033 0.556551 0.088 0.124 -0.332
C -2.074331 -3.619899 -2.409353 0.315 0.465 -1.136
O -2.913976 -3.209977 -3.510496 -0.833 0.070 0.678
H -1.104032 -3.189443 -2.656990 0.414 -0.468 0.561
H -2.420279 -3.174259 -1.476711 -0.342 0.144 -0.281
H -2.042500 -4.701680 -2.279614 0.081 0.004 -0.154
H -2.657022 -3.602932 -4.347854 0.386 -0.329 0.266
C 2.099553 1.781277 -3.973896 0.886 -0.773 0.831
O 1.221085 1.458974 -2.889496 -0.221 0.227 -0.716
H 2.959871 1.135754 -3.797088 0.372 0.320 -0.013
H 1.795871 1.507838 -4.984395 -0.807 0.270 0.074
H 2.386478 2.828549 -3.878960 0.152 -0.058 -0.380
H 0.682166 2.245805 -2.779723 -0.510 -0.028 0.237
C -2.776257 -1.151270 4.404365 -0.751 0.855 1.746
O -3.606845 -2.172327 4.972878 0.306 -0.910 -0.884
H -3.459012 -0.359660 4.095661 0.383 0.265 -0.593
H -2.226256 -0.775365 5.267092 0.579 0.450 -0.287
H -2.059762 -1.420226 3.628222 -0.543 -0.688 0.022
H -4.173425 -1.746160 5.620162 0.065 0.010 -0.043
C -1.888871 -0.194532 -3.372304 -1.587 0.293 0.822
O -2.910936 -0.381095 -4.385390 1.490 0.167 -0.389
H -1.208888 0.634242 -3.569435 -0.360 0.066 -0.521
H -2.523555 0.042349 -2.518398 0.530 0.443 0.665
H -1.262048 -1.005746 -3.001974 -0.217 -0.602 -0.857
H -3.197704 -1.297212 -4.375342 0.138 -0.262 0.352
```
Positions in Å, forces in eV/Å.

Properties
- Energy above the lowest of the compared OMol25 structures with the same formula, charge and spin: 224.9 kJ/mol
- Multiplicity: 1
- HOMO level: -9.6 eV
- LUMO level: 0.3 eV
- Molar mass: 500.58 g/mol
- SMILES string: OCCO.OCCO.OCCO.OCCO.OCCO.OCCO.CO.CO.CO.CO

Entry from the Open Molecules 2025 dataset: a cluster of 2 separate species, C8H13BN2O in total in a non-equilibrium geometry (ωB97M-V with the def2-TZVPD basis set).

```
25
Properties=species:S:1:pos:R:3:forces:R:3
B 2.072285 0.401592 -1.453178 2.250 0.251 -1.447
C -2.127475 -2.361297 1.117307 -1.027 0.416 -0.356
C -3.327488 -1.617341 1.210745 0.482 -0.377 0.201
C -0.898834 -1.738609 1.063213 0.240 0.789 0.078
C -3.188460 -0.195953 1.258086 -0.325 -2.203 -0.265
C -0.849177 -0.362799 1.191883 -3.029 0.302 -0.452
C 2.697953 0.384379 -2.953042 -1.158 -0.138 0.976
C 0.145419 1.929982 1.140186 0.326 -0.634 -2.122
C 0.309901 0.450465 1.070163 3.471 0.800 -3.558
N -2.028117 0.383385 1.232042 2.181 -0.251 0.386
N 0.804303 0.202402 -1.053047 -4.248 0.223 2.211
O 2.964752 0.586630 -0.439967 1.889 0.349 1.357
H -2.046647 -3.421335 0.953770 -0.792 -0.374 0.178
H -4.323048 -2.130222 1.239957 1.095 0.667 -0.085
H -0.012203 -2.297563 0.804703 0.162 -0.032 0.284
H -4.044679 0.454632 1.237287 -0.359 0.090 0.133
H 2.548394 -0.583056 -3.403467 0.152 -0.520 -0.151
H 3.742377 0.646751 -2.965338 0.426 0.093 -0.081
H 2.143463 1.057285 -3.573724 -0.207 0.641 -0.546
H 1.004301 2.461349 0.765492 0.690 -0.032 0.589
H -0.630793 2.255215 0.473660 -0.671 -0.055 -0.118
H -0.169565 2.146191 2.103000 -0.342 0.939 2.060
H 1.348760 0.112746 1.300145 -1.255 -0.149 0.063
H -0.018455 0.489248 -1.609693 0.704 -0.558 0.617
H 3.883034 0.745921 -0.710185 -0.655 -0.236 0.048
```
Positions in Å, forces in eV/Å.

Properties
- Energy above the lowest of the compared OMol25 structures with the same formula, charge and spin: 0.0 kJ/mol
- Multiplicity: 1
- HOMO level (spin up / spin down): -8.6 / -8.6 eV
- LUMO level (spin up / spin down): -0.5 / -0.5 eV
- Molar mass: 164.02 g/mol

- Which of these has the highest molar mass?
  C16H52O16